1.
Computed, not measured: C5H20BeN10O9S as an isolated structure, with wB97M-V/def2-TZVPD.

Structure (XYZ):
```
46
C5H20BeN10O9S wB97M-V/def2-TZVPD
Be -0.78 0.49 0.50
S -1.89 2.94 0.96
O -2.65 1.77 0.50
O -2.07 4.04 0.03
O -2.19 3.26 2.35
O -0.50 2.31 0.95
C 2.20 0.29 2.75
O 1.14 0.69 2.30
N 3.34 0.01 2.06
N 2.40 0.07 4.09
H 3.84 -0.72 2.56
H 3.35 -0.08 1.06
H 3.20 -0.37 4.49
H 1.58 0.24 4.65
C -0.91 1.38 -3.09
O -1.38 0.98 -2.03
N 0.42 1.33 -3.39
N -1.69 1.85 -4.09
H 0.74 1.66 -4.28
H 1.02 1.08 -2.62
H -1.43 2.61 -4.70
H -2.59 1.97 -3.63
C -3.61 -1.41 1.44
O -2.43 -1.07 1.40
N -4.29 -1.32 2.61
N -4.33 -1.96 0.44
H -5.16 -1.80 2.74
H -3.74 -0.87 3.32
H -3.91 -2.22 -0.44
H -5.25 -2.31 0.61
C 2.72 1.28 -0.83
O 1.52 1.20 -0.77
N 3.51 2.39 -0.56
N 3.58 0.24 -1.07
H 3.13 3.15 -0.02
H 4.47 2.41 -0.87
H 3.23 -0.68 -1.29
H 4.56 0.38 -0.94
C 0.14 -2.62 -0.89
O 0.13 -1.45 -0.53
N -1.01 -3.29 -1.14
N 1.16 -3.46 -0.59
H -1.81 -2.75 -1.44
H -0.96 -4.25 -1.43
H 1.97 -2.97 -0.25
H 1.20 -4.40 -0.93
```

* multiplicity: 1
* net charge: 0


2.
Computed, not measured: an isolated molecule of C4H4BrN3, with wB97M-V/def2-TZVPD.

Structure (XYZ):
```
12
C4H4BrN3 wB97M-V/def2-TZVPD
C -1.25 -1.71 0.37
C 0.52 0.10 0.66
C 1.14 0.91 -0.49
C -0.69 -0.48 -0.04
N -1.65 -2.72 0.73
N 0.38 0.52 -1.66
N -0.57 -0.21 -1.42
Br -2.57 0.95 0.42
H 1.18 -0.72 0.97
H 0.27 0.69 1.53
H 1.03 1.99 -0.38
H 2.19 0.69 -0.68
```

* multiplicity: 1
* net charge: 0


3.
Computed, not measured: an isolated molecule of C5H10O2, with wB97M-V/def2-TZVPD.

Structure (XYZ):
```
17
C5H10O2 wB97M-V/def2-TZVPD
C 0.11 1.62 1.21
C 0.12 0.62 0.07
C -0.96 -0.47 0.04
C -0.45 -1.91 0.04
O 0.44 -2.19 -1.02
C 0.72 0.99 -1.21
O 1.46 0.21 -0.28
H -0.79 1.53 1.83
H 0.98 1.46 1.86
H 0.16 2.65 0.84
H -1.57 -0.32 -0.86
H -1.63 -0.34 0.90
H -1.30 -2.58 -0.09
H 0.01 -2.14 1.01
H 1.20 -1.61 -0.87
H 1.09 2.01 -1.36
H 0.40 0.46 -2.10
```

* multiplicity: 1
* net charge: 0


4.
Computed, not measured: a 2-piece molecular cluster, C22H20NO overall, with wB97M-V/def2-TZVPD.

Structure (XYZ):
```
44
C22H20NO wB97M-V/def2-TZVPD
C 4.82 0.64 -2.25
C 4.78 1.39 -1.09
C 4.37 0.81 0.09
C 3.99 -0.53 0.12
C 3.49 -1.15 1.39
N 2.13 -1.01 1.56
C 0.98 -0.88 1.67
C 4.02 -1.26 -1.06
C 4.43 -0.68 -2.24
H 5.14 1.10 -3.17
H 5.08 2.42 -1.10
H 4.33 1.38 0.99
H 3.74 -2.21 1.41
H 4.00 -0.69 2.25
H 3.70 -2.29 -1.04
H 4.45 -1.26 -3.14
C -1.48 4.02 -3.02
O -1.58 4.23 -1.63
C -1.73 3.08 -0.87
C -1.84 3.23 0.52
C -2.03 2.15 1.34
C -2.13 0.84 0.82
C -2.41 -0.21 1.72
C -2.66 -1.60 1.55
C -2.78 -2.39 2.72
C -2.99 -3.74 2.65
C -3.09 -4.37 1.43
C -3.02 -3.63 0.26
C -2.82 -2.27 0.32
C -1.95 0.69 -0.58
C -1.77 1.77 -1.39
H -1.31 4.99 -3.50
H -0.63 3.37 -3.24
H -2.41 3.59 -3.41
H -1.76 4.22 0.93
H -2.11 2.30 2.40
H -2.43 0.11 2.75
H -2.70 -1.91 3.68
H -3.07 -4.32 3.56
H -3.24 -5.44 1.38
H -3.11 -4.12 -0.69
H -2.84 -1.71 -0.60
H -1.89 -0.29 -1.01
H -1.66 1.62 -2.45
```

* multiplicity: 1
* net charge: +1


Number 1: LUMO level -0.3 eV. Number 2: LUMO level -2.2 eV. Number 3: LUMO level 0.9 eV. Number 4: LUMO level -5.3 eV.